Density functional theory data (ωB97M-V/def2-TZVPD) for C13H24I2O3RuS3Tm as an isolated structure.

Strongest force on any atom ... 18.295 eV Å⁻¹
Gap between HOMO and LUMO (alpha / beta) ... 6.038 / 5.179 eV
HOMO energy (alpha / beta) ... -22.2 / -22.1 eV
Multiplicity ... 8
Charge ... +4

Geometry as XYZ:
```
47
Properties=species:S:1:pos:R:3:forces:R:3:mulliken_charge:R:1
I 1.96931 -0.66158 2.62316 0.0 0.1 -0.1 0.4806
I -1.50086 3.53217 -2.07100 -0.1 1.7 -0.8 0.5957
Tm -1.28502 1.00478 -1.03428 10.6 7.5 6.1 0.1364
Ru 0.04612 -0.56899 0.67324 3.3 2.2 0.0 0.3382
S -0.74527 1.65392 1.23060 -0.4 -0.8 2.6 -0.1351
S 1.11774 1.08745 -0.72298 2.4 -1.1 -0.5 -0.1164
C -1.18384 -1.66201 1.60889 -3.3 -3.2 3.0 0.2202
C -2.15190 1.91132 2.45081 0.1 0.2 1.2 1.5996
C 2.29651 0.50434 -2.06595 0.9 0.4 0.1 1.7464
C -2.81977 3.22255 2.02160 0.4 0.0 -0.2 -1.5339
C -3.14018 0.75567 2.52357 -0.1 0.0 -0.1 -1.4271
C -1.41823 2.07808 3.79071 -0.1 0.2 0.0 -1.6658
C 2.57944 1.79128 -2.85685 0.1 0.0 0.3 -1.6380
C 1.72489 -0.56950 -2.98108 0.0 -0.2 0.0 -1.3855
C 3.54895 0.02873 -1.32115 0.0 0.1 -0.1 -1.5297
C -3.14286 0.78359 -0.79938 -18.0 -2.0 2.3 0.2639
C -1.42724 0.13141 -2.70741 -1.5 -8.1 -15.8 0.2620
O -1.85485 -2.35044 2.24089 1.9 2.0 -1.9 -0.1740
O -4.28326 0.67254 -0.68538 4.4 0.5 -0.6 0.0305
O -1.54501 -0.30988 -3.76345 0.4 1.8 4.0 0.0317
H -3.26594 3.14502 1.02749 -0.2 0.0 0.0 0.3420
H -2.10270 4.04786 2.00684 -0.1 0.0 0.1 0.4445
H -3.61289 3.46173 2.74010 0.2 0.0 -0.1 0.5078
H -3.14528 0.15104 1.61499 -0.2 -0.1 0.1 0.1355
H -4.14879 1.16527 2.65725 0.2 -0.2 0.0 0.3941
H -2.92650 0.11458 3.38068 0.0 -0.1 -0.1 0.3742
H -0.82299 1.19079 4.02627 -0.1 0.0 0.1 0.3683
H -2.16258 2.22120 4.58314 0.2 0.0 -0.1 0.4913
H -0.75651 2.94823 3.77372 -0.1 -0.1 0.1 0.4536
H 3.25738 1.55259 -3.68509 -0.1 0.1 0.1 0.4886
H 3.05429 2.54715 -2.22542 0.0 -0.1 -0.1 0.4611
H 1.65692 2.21011 -3.26951 0.1 0.0 -0.1 0.3722
H 2.52416 -1.27747 -3.23197 -0.2 0.2 -0.1 0.3728
H 1.36368 -0.13335 -3.91415 -0.1 -0.1 0.0 0.3400
H 0.91715 -1.13369 -2.51152 0.0 -0.1 -0.1 0.0811
H 4.30373 -0.26572 -2.06012 -0.1 0.1 0.2 0.5131
H 3.33873 -0.83087 -0.68076 0.0 -0.1 0.0 0.2677
H 3.96510 0.82289 -0.69533 0.0 -0.1 -0.1 0.4365
C 1.73734 -3.96442 -1.41666 0.4 0.3 -2.4 -1.1004
S 1.01149 -2.63319 -0.40393 -0.1 -1.7 2.0 0.8094
C 0.85184 -3.76073 1.03777 0.3 -0.2 1.1 -1.0965
H 1.82803 -3.58983 -2.45582 0.0 -0.1 0.6 0.3452
H 1.05592 -4.83933 -1.47060 0.2 0.5 0.6 0.4802
H 2.75997 -4.21726 -1.06769 -0.7 0.2 0.3 0.4351
H -0.07168 -4.37112 0.95741 0.6 0.2 -0.2 0.4618
H 1.75566 -4.39678 1.14264 -0.6 0.2 -0.6 0.3961
H 0.84978 -3.20011 1.98570 -0.4 -0.1 -0.5 0.3247
```
Positions in Å, forces in eV/Å.